Record 1
Entry from the Open Molecules 2025 dataset: a single C2H6ClNO2S molecule (the ωB97M-V functional and the def2-TZVPD basis).

Structure (ORCA input):
```
! wB97M-V def2-TZVPD RIJCOSX def2/J DEFGRID3
* xyz 0 1
C -0.77811 -0.02131 -1.07212
C -1.26959 -0.02394 0.39660
N 1.37872 0.77300 0.13467
O 1.04765 -1.64724 -0.08967
O 2.06837 0.31026 1.30540
S 0.95946 -0.50150 -0.94311
Cl -3.07396 0.15660 0.42192
H -1.28903 -0.70938 -1.59161
H -0.88532 0.85556 -1.57741
H -0.76155 0.87741 0.70202
H -0.98904 -0.99293 0.85542
H 2.08729 1.37243 -0.35122
H 1.50511 -0.44894 1.80910
*
```

The calculation puts the HOMO energy at -0.33128 hartree. Its maximum force is 0.0855 Eh/bohr. As for the energy above the lowest of the compared OMol25 structures with the same formula, charge and spin: 67.9 kcal/mol. The gap between HOMO and LUMO comes out at 9.50 eV.

Record 2
Entry from the Open Molecules 2025 dataset: 2 unconnected molecules or ions with the total composition C2H6ClOP (the ωB97M-V functional and the def2-TZVPD basis).

Structure (ORCA input):
```
! wB97M-V def2-TZVPD RIJCOSX def2/J DEFGRID3
* xyz 0 3
C 1.33813 0.22523 -1.06301
C -0.37603 -0.12391 1.90852
O -1.18679 0.14878 -1.31101
P -0.17827 -0.91294 -0.63791
Cl -2.77299 -0.22680 -1.68112
H 2.11907 -0.35382 -0.87105
H 1.24357 1.01213 -0.38840
H 1.13604 0.36035 -2.20169
H -0.85731 -0.71351 2.63413
H -1.10494 0.71286 1.69367
H 0.63951 -0.12837 1.91788
*
```

The calculation puts the HOMO energy (alpha / beta) at -0.22794 / -0.35804 hartree. The expectation value of S² is 2.006. Its maximum force is 0.1225 Eh/bohr. As for the energy above the lowest of the compared OMol25 structures with the same formula, charge and spin: 46.5 kcal/mol. The gap between HOMO and LUMO (alpha / beta) comes out at 6.20 / 8.51 eV.